Record 1
A cluster of 2 separate species, C3H8NO3 in total at a distorted geometry. Source: the Open Molecules 2025 dataset; level of theory: ωB97M-V/def2-TZVPD.

```
! wB97M-V def2-TZVPD RIJCOSX def2/J DEFGRID3
* xyz 1 1
C -3.777 -0.206 0.163
C 2.166 0.274 0.266
C 0.639 -0.083 0.021
N -0.198 0.902 0.190
O -2.846 0.563 0.116
O 2.784 -0.987 0.050
O 0.273 -1.212 -0.413
H -4.736 0.274 0.449
H 2.186 0.711 1.313
H 2.389 1.023 -0.431
H -1.248 0.917 0.090
H 0.295 1.700 0.461
H -3.608 -1.197 -0.344
H 3.694 -0.790 -0.401
H 0.985 -1.894 -0.385
*
```

Record 2
An isolated molecule of C3H8NOP at a distorted geometry. Source: the Open Molecules 2025 dataset; level of theory: ωB97M-V/def2-TZVPD.

```
! wB97M-V def2-TZVPD RIJCOSX def2/J DEFGRID3
* xyz 0 1
C -0.180 -1.241 -0.371
C -0.619 0.158 -0.526
C -1.931 0.507 0.217
N 0.584 -0.175 0.279
O 3.005 -0.228 0.729
P 2.060 0.354 -0.462
H -0.702 -1.721 0.329
H 0.010 -1.957 -1.220
H -0.586 0.534 -1.568
H -1.807 -0.063 1.210
H -2.857 0.219 -0.285
H -1.909 1.630 0.251
H 3.127 0.439 1.405
H 1.805 1.545 0.013
*
```

Calculated values (eV) of HOMO level for the records, taken in order: -14.317; -8.782.